CH8N5S | the ωB97M-V functional and the def2-TZVPD basis

Positions of all 15 atoms, in Å:
C: -2.82689 0.33118 0.33095
N: 2.23281 -2.02634 0.36494
N: -0.10360 1.95956 -0.96866
N: 0.69053 0.03506 -0.11411
N: -2.48240 1.21599 1.07473
N: 0.82152 1.23476 -0.48866
S: -2.98246 -0.85647 -0.64740
H: 3.19783 -1.80394 0.21980
H: 2.17931 -2.28850 1.29796
H: -0.02247 2.86610 -1.32402
H: -0.92605 1.42891 -1.23584
H: -0.28636 -0.34972 -0.06998
H: 1.47808 -0.67623 0.04386
H: -3.06806 1.83579 1.62249
H: 2.09822 -2.90614 -0.10606

- Kohn-Sham gap: 9.4 eV
- Spin multiplicity: 1
- Highest occupied orbital energy: -13.4 eV
- Total charge: +1
- Calculated total energy: -19444.2312 eV
- ΔE to the lowest compared entry with this formula, charge and spin: 19.1 kcal/mol